8
Properties=species:S:1:pos:R:3:forces:R:3 method="wB97M-V/def2-TZVPD" orbital_gap_ha="0.3332 / 0.3332" energy_ev=-11658.3485 de_lowest_kj_mol=336.3
O -1.92956 1.43984 0.01068 0.8 -0.5 -0.4
O -1.51675 -0.75856 -0.02930 -1.2 1.6 -0.4
O 3.30021 -1.07336 0.00763 1.5 -0.3 -0.3
N -1.03203 0.60459 -0.03039 -1.7 -1.1 0.9
N 0.17418 0.84530 0.03865 2.5 0.0 0.0
N 2.30126 -0.43643 -0.01295 0.1 -0.8 0.5
C 1.22267 -0.07031 0.13157 -4.2 1.7 -0.4
H -2.51997 -0.55108 -0.11589 2.1 -0.6 0.2

***

19
Properties=species:S:1:pos:R:3:forces:R:3 method="wB97M-V/def2-TZVPD" orbital_gap_ha=0.3368 energy_ev=-21090.0296 smiles="O=[N+]([O-])[C@]1(C(F)(F)F)C=CC=CC1" de_lowest_kj_mol=134.1
F 1.45415 3.68754 -0.91139 0.0 0.1 -0.1
F 1.63007 1.88243 -2.09458 0.0 0.0 0.0
F 3.10931 2.32469 -0.58311 0.1 0.1 0.0
O 2.01393 1.96417 2.23044 0.4 0.1 0.5
O 0.36732 3.24712 1.71668 -0.2 0.5 0.2
N 1.08313 2.29612 1.54069 -0.2 -0.4 -0.1
C -1.32080 0.51427 -0.41250 0.1 0.6 0.1
C -0.81717 -0.82519 -0.21908 0.4 -0.5 0.2
C -0.57513 1.58954 -0.14792 -0.4 0.0 0.0
C 1.82330 2.41983 -0.89510 -1.8 -1.9 2.1
C 1.41755 0.07336 0.41406 0.0 -0.2 0.2
C 0.43524 -1.03157 0.18521 -0.2 0.0 -0.1
C 0.81901 1.46406 0.31741 2.0 1.6 -2.8
H 0.81813 -2.02833 0.34617 0.0 -0.1 0.0
H 2.23040 -0.05535 -0.31069 0.0 0.1 0.1
H -2.33667 0.63204 -0.75708 -0.1 0.1 -0.1
H -0.95574 2.59451 -0.24724 -0.1 0.0 -0.1
H 1.88146 -0.04091 1.40336 -0.1 0.0 -0.3
H -1.48931 -1.64962 -0.39678 0.0 -0.2 0.0

***

88
Properties=species:S:1:pos:R:3:forces:R:3 method="wB97M-V/def2-TZVPD" s2=2.01 orbital_gap_ha="0.2809 / 0.2543" energy_ev=-70872.7304 spin_multiplicity=3 de_lowest_kj_mol=51.4
Re 1.64275 -0.17467 0.05789 0.0 -0.1 0.0
O -2.66680 -1.18553 -5.10238 0.0 0.0 0.1
N 0.75641 -0.15771 3.06583 0.0 -0.1 0.0
N 3.82663 -2.92401 0.03231 0.0 0.0 0.0
N -0.68821 1.86868 3.84509 0.0 0.0 0.0
N 1.34548 2.21581 2.55950 0.1 0.0 0.0
N 1.75151 1.87464 0.24581 0.0 0.2 0.0
N 2.13866 -4.27235 -0.99899 0.0 0.0 0.0
N 1.56619 -2.24853 -0.37720 0.0 0.0 -0.1
N 2.12762 2.37454 1.47106 -0.1 0.0 0.0
N 3.69424 -0.51146 0.08752 0.0 0.1 0.0
N -1.21710 3.07019 3.49238 0.0 0.0 0.0
N 4.64371 0.46926 0.16042 0.0 -0.1 0.1
N -1.67370 -2.14835 -3.27325 0.0 0.0 0.0
N 5.79144 -0.09390 0.21394 0.0 0.0 -0.1
N 1.75106 -0.04573 -2.09294 0.0 0.0 -0.1
N 0.51017 -2.84524 -0.97786 0.0 0.0 0.1
N 0.85332 -4.04060 -1.31425 0.1 0.1 0.0
N -0.44617 0.13646 0.46994 0.0 0.1 0.0
N 1.61134 -0.67793 2.14540 0.0 0.0 0.0
N -0.79975 0.97690 1.49100 0.0 0.0 0.0
N -0.41973 -1.03053 -4.89285 0.0 0.1 0.0
N 5.67856 -1.43980 0.16300 0.0 0.0 0.0
C -1.56690 -0.28649 -0.10081 0.0 0.0 0.0
C -2.68341 -3.66384 -1.70524 0.0 0.0 0.0
C 1.90877 -0.41957 -4.82776 0.0 0.0 0.0
C 0.45557 3.88808 -2.59765 0.0 0.0 0.0
C -1.68569 -1.43453 -4.43569 0.0 -0.2 0.0
C -0.51761 4.66671 -1.99038 0.0 0.0 0.0
C 0.66715 -0.38197 -2.79986 0.0 0.0 0.0
C 3.13405 3.41800 3.12071 0.0 0.0 0.0
C -4.02619 -1.87718 -2.59642 0.0 0.0 0.0
C -2.81997 -2.56985 -2.55353 0.0 0.0 0.0
C -6.12507 -3.83455 -0.09491 0.0 0.0 0.0
C -0.71422 4.55482 -0.62206 0.0 0.0 0.0
C 1.57915 -2.02595 3.92882 0.0 0.0 0.0
C 0.71561 -0.97374 4.13365 0.0 0.0 0.0
C -5.07782 -2.29212 -1.79247 0.0 0.0 0.0
C 2.91432 0.13869 -2.73223 0.0 0.0 0.0
C 3.20453 3.09109 1.77289 0.0 0.0 0.0
C 4.38430 -1.65977 0.08408 0.0 0.1 0.0
C -4.96254 -3.38218 -0.93660 0.0 0.0 0.0
C 3.01250 -0.02017 -4.10147 0.0 0.0 0.0
C -2.14912 1.06624 1.51794 0.0 0.0 0.0
C 0.69853 -0.62150 -4.16794 0.0 0.0 0.0
C -1.71608 3.59218 4.59542 0.0 0.0 0.0
C 2.54472 -3.14927 -0.43494 -0.1 0.0 -0.1
C -0.83594 1.67355 5.18168 0.0 0.0 0.0
C 0.02606 3.65629 0.13168 0.0 -0.1 0.0
C 1.20934 2.99702 -1.84847 0.0 0.0 0.0
C -1.50248 2.75163 5.70305 0.0 0.0 0.0
C 1.95873 2.84891 3.57340 0.0 0.0 0.0
C 2.11348 -1.79597 2.66570 0.0 0.0 0.0
C -2.67658 0.28921 0.51543 0.0 0.0 0.0
C 0.98567 2.84648 -0.48150 0.0 0.0 0.0
C -3.74609 -4.05595 -0.90753 0.0 0.0 0.0
B 0.12505 1.21220 2.72529 -0.1 0.0 0.0
H -3.62122 -4.90825 -0.24936 0.0 0.0 0.0
H -6.74549 -2.99119 0.21047 0.0 0.0 0.0
H 4.48448 -3.66733 -0.14431 0.0 0.0 0.0
H -2.63720 1.67714 2.25546 0.0 0.0 0.0
H 1.52115 2.85235 4.55775 0.0 0.0 0.0
H -1.79109 2.90529 6.72873 0.0 0.0 0.0
H -6.01443 -1.74694 -1.83641 0.0 0.0 0.0
H -0.79529 -2.53542 -2.95010 0.0 0.0 0.0
H -1.74066 -4.19588 -1.65988 0.0 0.0 0.0
H -5.78534 -4.34985 0.80381 0.0 0.0 0.0
H -1.53826 -1.01608 -0.89296 0.0 0.0 0.0
H -1.46108 5.16629 -0.13048 0.0 0.0 0.0
H 0.65005 3.98894 -3.65855 0.0 0.0 0.0
H 2.81279 -2.39224 2.10296 0.0 0.0 0.0
H -1.10542 5.36388 -2.57366 0.0 0.0 0.0
H 1.77737 -2.85006 4.59096 0.0 0.0 0.0
H -2.20669 4.55242 4.55798 0.0 0.0 0.0
H 3.76190 0.43155 -2.12969 0.0 0.0 0.0
H 1.97845 -0.58600 -5.89595 0.0 0.0 0.0
H -4.14390 -1.03170 -3.25537 0.0 0.0 0.0
H 0.06029 -0.79411 4.96265 0.0 0.0 0.0
H -0.47243 -0.70792 -5.84593 0.0 0.0 0.0
H -0.16535 3.58747 1.19444 0.0 0.0 0.0
H 3.96410 0.14660 -4.58628 0.0 0.0 0.0
H -0.45543 0.81255 5.69548 0.0 0.0 0.0
H 3.84612 3.98485 3.69319 0.0 0.0 0.0
H -6.76318 -4.52660 -0.64960 0.0 0.0 0.0
H -3.71288 0.14117 0.26607 0.0 0.0 0.0
H -0.24920 -0.47600 -2.24706 0.0 0.0 0.0
H 3.93388 3.29010 1.00676 0.0 0.0 0.0
H 2.00458 2.43832 -2.31482 0.0 0.0 0.0